1.
{"formula": "C36H40O3P2SV", "method": "ωB97M-V/def2-TZVPD", "relative_energy_ev": 0.000, "homo_lumo_gap_ev": [7.832, 7.308], "total_energy_ev": -99220.5536, "fmax_ev_per_a": 3.87, "s_squared": 3.77, "multiplicity": 4, "species": ["V", "C", "C", "C", "C", "C", "C", "C", "C", "C", "H", "H", "H", "H", "H", "H", "H", "H", "H", "H", "H", "H", "H", "H", "H", "P", "P", "C", "C", "C", "C", "C", "C", "C", "C", "C", "C", "C", "C", "C", "C", "C", "C", "C", "C", "C", "C", "C", "C", "C", "C", "C", "C", "H", "H", "H", "H", "H", "H", "H", "H", "H", "H", "H", "H", "H", "H", "H", "H", "H", "H", "H", "H", "H", "H", "C", "S", "O", "O", "O", "H", "H", "H"], "xyz": [[-0.076, 0.105, 0.275], [-2.200, -0.118, 0.928], [-2.116, -0.435, -0.437], [-2.555, 0.496, -1.530], [-1.404, 1.240, -2.239], [-0.285, 1.607, -1.321], [-0.486, 2.159, -0.041], [-1.812, 2.407, 0.605], [-2.410, 1.253, 1.469], [2.028, 0.271, -0.149], [-2.416, -0.938, 1.621], [-2.018, -1.495, -0.710], [-3.294, 1.228, -1.167], [-3.084, -0.100, -2.292], [-1.026, 0.629, -3.076], [-1.815, 2.142, -2.725], [0.703, 1.728, -1.776], [0.374, 2.660, 0.423], [-2.566, 2.741, -0.122], [-1.674, 3.255, 1.297], [-2.007, 1.322, 2.494], [-3.490, 1.444, 1.589], [2.662, -0.182, 0.636], [2.235, 1.352, -0.263], [2.118, -0.272, -1.114], [0.140, -2.436, -9.440], [2.190, 0.475, -9.713], [-0.327, -0.809, -10.089], [0.423, 0.329, -10.067], [-0.770, -3.593, -10.547], [-1.946, -3.240, -11.224], [-2.598, -4.166, -12.046], [-2.089, -5.459, -12.197], [-0.916, -5.822, -11.521], [-0.253, -4.896, -10.713], [-0.882, -2.511, -7.899], [-0.496, -1.642, -6.859], [-1.227, -1.602, -5.673], [-2.352, -2.425, -5.516], [-2.738, -3.292, -6.545], [-1.995, -3.349, -7.729], [2.751, 1.284, -11.296], [2.728, 0.475, -12.449], [3.092, 0.999, -13.690], [3.488, 2.339, -13.798], [3.518, 3.149, -12.657], [3.165, 2.621, -11.408], [2.249, 1.897, -8.555], [3.358, 1.985, -7.687], [3.468, 3.051, -6.796], [2.470, 4.034, -6.748], [1.368, 3.949, -7.606], [1.252, 2.880, -8.502], [-1.349, -0.738, -10.479], [-0.044, 1.266, -10.402], [-2.373, -2.247, -11.113], [-3.509, -3.872, -12.567], [-2.601, -6.180, -12.836], [-0.522, -6.833, -11.628], [0.663, -5.180, -10.193], [0.371, -0.992, -6.998], [-0.922, -0.929, -4.869], [-2.926, -2.389, -4.589], [-3.614, -3.931, -6.429], [-2.293, -4.037, -8.521], [2.406, -0.564, -12.367], [3.064, 0.365, -14.576], [3.773, 2.749, -14.768], [3.820, 4.194, -12.736], [3.204, 3.261, -10.528], [4.133, 1.218, -7.729], [4.334, 3.122, -6.136], [2.552, 4.863, -6.045], [0.592, 4.713, -7.581], [0.387, 2.822, -9.158], [-0.471, -1.293, 3.931], [0.720, -0.884, 2.632], [2.054, -1.076, 3.136], [0.355, -1.746, 1.448], [0.380, 0.541, 2.241], [0.072, -1.893, 4.665], [-1.299, -1.880, 3.519], [-0.816, -0.359, 4.394]]}

=====

2.
{"formula": "C36H41BBrF3N2O6", "method": "ωB97M-V/def2-TZVPD", "smiles": "C[C@H](Br)CN1C(=O)c2c(CCCCO)cc(B(O)N(C)C)c(COO)c2C1=O.Fc1ccccc1.Fc1ccccc1.Fc1ccccc1", "homo_lumo_gap_ev": 8.710, "total_energy_ev": -132130.2780, "fmax_ev_per_a": 3.14, "species": ["C", "C", "Br", "C", "N", "C", "O", "C", "C", "C", "C", "C", "C", "O", "C", "C", "B", "O", "N", "C", "C", "C", "C", "O", "O", "C", "C", "O", "H", "H", "H", "H", "H", "H", "H", "H", "H", "H", "H", "H", "H", "H", "H", "H", "H", "H", "H", "H", "H", "H", "H", "H", "H", "H", "F", "C", "C", "C", "C", "C", "C", "H", "H", "H", "H", "H", "F", "C", "C", "C", "C", "C", "C", "H", "H", "H", "H", "H", "F", "C", "C", "C", "C", "C", "C", "H", "H", "H", "H", "H"], "xyz": [[-4.118, -2.143, -0.776], [-5.336, -3.057, -0.384], [-6.972, -1.911, -0.586], [-5.351, -3.549, 1.115], [-4.046, -3.995, 1.640], [-3.246, -3.085, 2.390], [-3.510, -2.541, 3.426], [-1.932, -3.035, 1.552], [-0.840, -2.072, 1.547], [-0.930, -0.857, 2.512], [0.353, 0.057, 2.553], [1.352, -0.555, 3.636], [2.851, -0.312, 3.239], [3.147, 1.040, 2.885], [0.245, -2.327, 0.587], [0.223, -3.490, -0.319], [1.386, -3.764, -1.414], [2.359, -4.763, -1.163], [1.360, -2.969, -2.656], [2.011, -3.749, -3.761], [-0.038, -2.723, -3.121], [-0.893, -4.476, -0.306], [-0.972, -5.735, -1.227], [0.001, -6.719, -0.742], [0.197, -6.549, 0.611], [-1.961, -4.217, 0.634], [-3.302, -4.977, 0.919], [-3.646, -6.094, 0.656], [-4.454, -1.402, -1.556], [-3.298, -2.732, -1.279], [-3.692, -1.545, 0.066], [-5.433, -3.875, -1.135], [-5.824, -2.775, 1.775], [-6.035, -4.446, 1.153], [-1.778, -0.203, 2.157], [-1.201, -1.215, 3.539], [0.828, 0.197, 1.550], [0.009, 1.078, 2.893], [1.103, -1.654, 3.698], [1.073, -0.075, 4.618], [3.475, -0.620, 4.130], [3.086, -0.998, 2.381], [2.435, 1.638, 3.163], [1.068, -1.582, 0.551], [2.799, -4.500, -0.331], [1.404, -4.642, -4.081], [3.063, -3.998, -3.488], [2.060, -3.077, -4.667], [-0.495, -1.779, -2.734], [-0.032, -2.638, -4.246], [-0.730, -3.569, -2.879], [-1.975, -6.221, -1.054], [-0.781, -5.536, -2.307], [1.157, -6.459, 0.777], [-1.879, 0.250, -0.925], [-2.009, 1.561, -0.643], [-1.409, 2.494, -1.468], [-1.548, 3.847, -1.180], [-2.276, 4.247, -0.064], [-2.868, 3.297, 0.760], [-2.739, 1.946, 0.465], [-0.840, 2.162, -2.328], [-1.090, 4.587, -1.824], [-2.380, 5.302, 0.162], [-3.431, 3.609, 1.631], [-3.202, 1.193, 1.091], [1.419, 4.422, 4.427], [2.707, 4.723, 4.177], [3.321, 4.190, 3.060], [4.648, 4.503, 2.798], [5.348, 5.336, 3.662], [4.719, 5.862, 4.786], [3.389, 5.559, 5.043], [2.763, 3.536, 2.402], [5.137, 4.096, 1.921], [6.385, 5.577, 3.460], [5.266, 6.509, 5.461], [2.880, 5.966, 5.908], [-0.593, 5.551, -3.974], [0.596, 5.127, -4.441], [1.173, 5.779, -5.515], [2.402, 5.345, -5.994], [3.034, 4.258, -5.400], [2.441, 3.608, -4.324], [1.217, 4.048, -3.837], [0.662, 6.619, -5.970], [2.867, 5.852, -6.830], [3.991, 3.917, -5.778], [2.932, 2.759, -3.865], [0.745, 3.560, -2.994]]}

=====

3.
{"formula": "C36H41BN7O4PSTb", "method": "ωB97M-V/def2-TZVPD", "relative_energy_ev": 0.000, "charge": 1, "homo_lumo_gap_ev": [6.435, 6.450], "total_energy_ev": -99853.1481, "fmax_ev_per_a": 2.75, "s_squared": 12.67, "multiplicity": 7, "species": ["Tb", "B", "N", "C", "C", "C", "N", "N", "C", "C", "C", "N", "H", "H", "H", "H", "H", "H", "H", "H", "N", "C", "C", "C", "C", "C", "C", "P", "C", "C", "C", "C", "C", "C", "C", "C", "C", "C", "C", "C", "H", "H", "H", "H", "H", "H", "H", "H", "H", "H", "H", "H", "H", "H", "H", "H", "O", "C", "O", "C", "C", "C", "C", "S", "C", "C", "H", "H", "H", "H", "H", "N", "H", "H", "H", "O", "C", "O", "C", "N", "C", "C", "C", "H", "H", "H", "H", "H", "H", "H", "H", "H"], "xyz": [[1.002, 0.090, 0.595], [4.202, -0.079, -0.501], [4.110, -1.066, 0.660], [5.102, -1.606, 1.414], [4.534, -2.539, 2.312], [3.134, -2.476, 2.069], [2.851, -1.549, 1.126], [3.334, -0.581, -1.662], [3.682, -1.210, -2.837], [2.633, -2.072, -3.220], [1.634, -1.899, -2.248], [2.014, -0.960, -1.334], [5.385, 0.047, -0.872], [3.818, 1.015, -0.110], [6.160, -1.370, 1.279], [5.010, -3.214, 3.017], [2.331, -3.035, 2.517], [4.590, -1.028, -3.380], [2.572, -2.755, -4.049], [0.618, -2.259, -2.198], [1.313, 2.530, -0.201], [0.900, 3.365, -1.304], [1.510, 4.585, -1.542], [1.190, 5.336, -2.657], [0.176, 4.879, -3.520], [-0.496, 3.718, -3.244], [-0.090, 2.884, -2.187], [-0.904, 1.266, -1.978], [-1.150, 0.635, -3.652], [0.019, 0.325, -4.347], [-0.031, -0.160, -5.636], [-1.257, -0.255, -6.310], [-2.424, 0.095, -5.650], [-2.380, 0.533, -4.325], [-2.604, 1.725, -1.404], [-2.971, 3.039, -1.005], [-4.216, 3.211, -0.420], [-5.169, 2.169, -0.360], [-4.783, 0.919, -0.786], [-3.493, 0.679, -1.254], [0.832, 2.804, 0.671], [2.331, 2.691, -0.076], [2.264, 4.932, -0.814], [1.708, 6.273, -2.875], [-0.134, 5.454, -4.405], [-1.307, 3.359, -3.906], [0.976, 0.409, -3.846], [0.874, -0.510, -6.115], [-1.298, -0.524, -7.367], [-3.380, 0.034, -6.159], [-3.290, 0.907, -3.806], [-2.310, 3.897, -1.148], [-4.501, 4.209, -0.030], [-6.170, 2.369, 0.017], [-5.513, 0.106, -0.816], [-3.151, -0.336, -1.487], [-2.615, -7.825, 0.195], [-1.497, -7.064, 0.396], [-0.421, -7.619, 0.552], [-1.623, -5.571, 0.385], [-2.824, -4.855, 0.450], [-2.794, -3.476, 0.523], [-1.601, -2.747, 0.515], [-1.653, -1.026, 0.698], [-0.399, -3.477, 0.459], [-0.415, -4.860, 0.380], [-3.382, -7.249, 0.018], [-3.781, -5.399, 0.533], [-3.732, -2.904, 0.615], [0.578, -2.955, 0.535], [0.527, -5.428, 0.348], [-1.017, 2.015, 1.666], [-0.779, 2.780, 2.320], [-1.587, 1.362, 2.203], [-1.676, 2.413, 0.986], [1.992, 1.288, 2.327], [1.386, 0.646, 3.249], [0.616, -0.360, 2.966], [1.633, 1.013, 4.738], [1.099, -0.210, 5.527], [-0.211, 0.146, 6.252], [-0.484, 1.634, 5.884], [0.791, 2.206, 5.217], [2.698, 1.124, 4.881], [1.785, -0.567, 6.174], [0.822, -0.940, 4.840], [-0.050, -0.043, 7.321], [-0.990, -0.536, 5.912], [-0.779, 2.183, 6.781], [-1.334, 1.598, 5.202], [1.359, 2.801, 5.946], [0.573, 2.899, 4.374]]}

=====

4.
{"formula": "C36H41BrFN7O4S", "method": "ωB97M-V/def2-TZVPD", "homo_lumo_gap_ev": 8.684, "total_energy_ev": -140210.4147, "fmax_ev_per_a": 2.24, "species": ["C", "C", "O", "O", "C", "C", "C", "C", "N", "Br", "S", "O", "O", "F", "H", "H", "H", "H", "H", "H", "H", "H", "H", "H", "H", "N", "C", "C", "C", "C", "C", "H", "H", "H", "H", "H", "N", "C", "C", "C", "C", "C", "H", "H", "H", "H", "H", "N", "C", "C", "C", "C", "C", "H", "H", "H", "H", "H", "N", "C", "C", "C", "C", "C", "H", "H", "H", "H", "H", "N", "C", "C", "C", "C", "C", "H", "H", "H", "H", "H", "N", "C", "C", "C", "C", "C", "H", "H", "H", "H", "H"], "xyz": [[-4.486, -4.268, -3.525], [-3.121, -3.625, -3.556], [-2.975, -2.432, -3.473], [-2.085, -4.494, -3.640], [-0.987, -4.136, -2.789], [-1.374, -4.031, -1.322], [-0.247, -3.376, -0.493], [-0.881, -2.867, 0.800], [0.120, -2.129, 1.641], [-0.431, -2.395, 3.453], [0.054, -0.459, 1.301], [1.335, 0.067, 1.613], [-0.407, -0.242, -0.024], [-1.018, 0.140, 2.257], [-5.148, -3.656, -2.915], [-4.457, -5.258, -3.072], [-4.934, -4.330, -4.517], [-0.262, -4.946, -2.888], [-0.474, -3.244, -3.153], [-1.543, -5.044, -0.948], [-2.277, -3.438, -1.162], [0.221, -2.566, -1.053], [0.503, -4.132, -0.257], [-1.229, -3.739, 1.353], [-1.757, -2.255, 0.580], [-2.708, -5.535, 2.522], [-2.372, -6.748, 2.082], [-3.281, -7.775, 1.886], [-4.616, -7.530, 2.166], [-4.985, -6.275, 2.626], [-3.996, -5.317, 2.784], [-1.317, -6.898, 1.879], [-2.950, -8.738, 1.523], [-5.359, -8.305, 2.028], [-6.015, -6.043, 2.856], [-4.241, -4.321, 3.137], [-6.229, 0.528, -1.839], [-5.863, 1.537, -1.050], [-4.544, 1.904, -0.832], [-3.547, 1.180, -1.467], [-3.906, 0.125, -2.292], [-5.255, -0.154, -2.443], [-6.675, 2.074, -0.571], [-4.306, 2.735, -0.180], [-2.504, 1.433, -1.320], [-3.167, -0.460, -2.803], [-5.580, -0.968, -3.082], [3.311, 4.804, -1.089], [2.530, 4.629, -2.155], [1.573, 3.632, -2.251], [1.421, 2.765, -1.182], [2.222, 2.929, -0.064], [3.147, 3.962, -0.068], [2.687, 5.329, -2.969], [0.965, 3.539, -3.141], [0.686, 1.970, -1.212], [2.127, 2.271, 0.788], [3.793, 4.132, 0.787], [-1.785, -10.366, -0.276], [-3.032, -10.737, -0.566], [-3.351, -11.699, -1.510], [-2.317, -12.311, -2.199], [-1.014, -11.937, -1.916], [-0.804, -10.965, -0.949], [-3.812, -10.231, -0.006], [-4.383, -11.961, -1.699], [-2.523, -13.067, -2.946], [-0.177, -12.387, -2.431], [0.201, -10.646, -0.694], [5.438, 8.858, 1.362], [4.833, 7.817, 0.787], [5.062, 7.406, -0.517], [5.975, 8.126, -1.272], [6.615, 9.213, -0.698], [6.312, 9.534, 0.616], [4.125, 7.286, 1.415], [4.533, 6.543, -0.922], [6.185, 7.842, -2.296], [7.333, 9.800, -1.254], [6.793, 10.378, 1.101], [6.347, 13.416, 5.297], [5.104, 13.026, 5.023], [4.797, 11.959, 4.191], [5.839, 11.257, 3.606], [7.139, 11.652, 3.881], [7.338, 12.731, 4.729], [4.317, 13.603, 5.498], [3.767, 11.686, 4.006], [5.639, 10.416, 2.951], [7.984, 11.133, 3.447], [8.340, 13.069, 4.972]]}

=====

5.
{"formula": "C36H42AgNPSb", "method": "ωB97M-V/def2-TZVPD", "homo_lumo_gap_ev": 7.405, "total_energy_ev": -59328.1615, "fmax_ev_per_a": 0.82, "species": ["Ag", "C", "C", "C", "C", "C", "C", "P", "C", "C", "C", "C", "C", "C", "C", "C", "C", "C", "C", "C", "C", "C", "C", "C", "H", "H", "H", "H", "H", "H", "H", "H", "H", "H", "H", "H", "H", "H", "H", "H", "C", "C", "C", "N", "C", "C", "H", "H", "H", "H", "H", "C", "C", "C", "Sb", "C", "C", "C", "C", "C", "C", "H", "H", "H", "H", "H", "H", "H", "H", "H", "H", "H", "H", "H", "H", "H", "H", "H", "H", "H", "H", "H"], "xyz": [[-0.781, -0.186, -0.885], [5.292, -3.847, -2.332], [5.169, -3.536, -0.984], [3.990, -2.982, -0.495], [2.921, -2.726, -1.350], [3.063, -3.033, -2.705], [4.233, -3.596, -3.195], [1.307, -1.990, -0.854], [1.712, -1.405, 0.850], [2.411, -0.201, 0.966], [2.767, 0.304, 2.211], [2.409, -0.383, 3.366], [1.700, -1.572, 3.264], [1.361, -2.081, 2.015], [0.262, -3.469, -0.550], [0.842, -4.682, -0.292], [0.063, -5.842, -0.073], [-1.295, -5.760, -0.128], [-1.940, -4.526, -0.407], [-3.357, -4.465, -0.478], [-3.972, -3.282, -0.759], [-3.196, -2.110, -0.961], [-1.825, -2.091, -0.886], [-1.175, -3.342, -0.617], [6.211, -4.277, -2.711], [5.992, -3.727, -0.307], [3.912, -2.746, 0.560], [2.243, -2.827, -3.386], [4.320, -3.829, -4.249], [2.683, 0.346, 0.068], [3.314, 1.238, 2.282], [2.670, 0.014, 4.340], [1.403, -2.104, 4.160], [0.795, -3.004, 1.945], [1.922, -4.772, -0.265], [0.551, -6.787, 0.133], [-1.908, -6.641, 0.034], [-3.931, -5.372, -0.318], [-5.054, -3.234, -0.831], [-3.734, -1.191, -1.178], [-1.509, -0.166, 4.517], [-0.791, 0.894, 3.985], [-0.605, 0.941, 2.613], [-1.084, 0.017, 1.776], [-1.775, -0.998, 2.297], [-2.011, -1.130, 3.658], [-1.677, -0.237, 5.584], [-0.376, 1.669, 4.617], [-0.037, 1.752, 2.171], [-2.153, -1.727, 1.587], [-2.581, -1.973, 4.026], [-2.040, 3.945, -3.799], [-0.765, 3.991, -2.952], [-0.418, 5.409, -2.509], [-0.923, 2.544, -1.369], [-2.718, 3.267, -0.398], [-2.604, 4.476, 0.527], [-3.466, 2.128, 0.301], [0.829, 2.985, -0.171], [2.014, 2.955, -1.140], [0.873, 4.211, 0.743], [-1.909, 4.539, -4.708], [-2.891, 4.369, -3.261], [-2.310, 2.931, -4.102], [0.060, 3.604, -3.556], [-1.178, 5.830, -1.850], [-0.359, 6.060, -3.388], [0.540, 5.465, -1.995], [-3.293, 3.552, -1.283], [-2.025, 4.237, 1.419], [-3.603, 4.767, 0.870], [-2.152, 5.349, 0.060], [-3.021, 1.897, 1.273], [-3.474, 1.201, -0.273], [-4.505, 2.427, 0.479], [0.890, 2.087, 0.446], [2.013, 3.820, -1.809], [2.021, 2.054, -1.760], [2.958, 2.979, -0.583], [0.853, 5.146, 0.180], [1.802, 4.206, 1.325], [0.048, 4.240, 1.453]]}